Density functional theory data (the ωB97M-V functional and the def2-TZVPD basis) for a 13-piece molecular cluster, C56H106NO24S8 overall at a distorted geometry.

Geometry as XYZ:
```
195
Properties=species:S:1:pos:R:3:forces:R:3:lowdin_charge:R:1
C 1.373 -1.233 -1.609 1.0603 0.0064 0.6259 -0.0755
C 0.835 -0.002 -0.860 -0.4805 -0.6952 -0.5697 -0.1944
C 1.398 0.087 0.551 0.0041 -0.3663 -0.5083 -0.1138
N 0.695 1.062 1.451 0.1373 -1.3723 0.7369 -0.2153
C 0.673 2.380 0.779 0.4355 0.2841 -0.7256 0.0409
C 1.425 1.075 2.762 0.7200 0.1476 0.9590 -0.1096
C 0.482 1.744 3.744 0.3819 0.5336 -0.5058 -0.1331
C -0.872 1.246 3.275 -1.4306 -0.3793 0.2496 -0.1299
C -0.644 0.496 1.963 0.1006 0.9737 -0.9799 -0.0510
H 2.437 -1.109 -1.832 -0.0924 0.1651 -0.4014 0.0718
H 0.813 -1.487 -2.506 -0.0080 0.2087 -0.0633 0.0600
H 1.407 -2.126 -0.980 -0.4419 0.0695 0.1438 0.0549
H -0.243 -0.186 -0.865 -0.1119 0.4073 0.4637 0.0958
H 1.013 0.904 -1.440 0.1214 0.0221 0.0210 0.0968
H 2.447 0.383 0.574 0.0349 0.0431 -0.2719 0.1243
H 1.344 -0.911 0.989 -0.1190 0.1307 0.3080 0.1212
H 0.307 3.191 1.397 0.0131 -0.1619 0.2674 0.0921
H 0.151 2.363 -0.176 -0.6147 -0.3058 0.3729 0.0797
H 1.695 2.557 0.437 0.1427 0.2827 0.5284 0.0991
H 2.422 1.518 2.761 -0.1527 0.3040 -0.6454 0.1370
H 1.591 0.049 3.095 -0.2335 -0.1631 -0.4342 0.1136
H 0.566 2.826 3.628 -0.0377 -0.0142 0.2486 0.0937
H 0.757 1.476 4.761 -0.1316 -0.0111 0.0039 0.1098
H -1.637 2.007 3.091 0.4343 0.4235 0.0003 0.0975
H -1.373 0.629 4.024 0.3185 -0.3670 -0.1180 0.1074
H -1.391 0.738 1.210 -0.0550 -0.1705 0.0179 0.1098
H -0.520 -0.583 2.023 0.0246 0.0157 0.1709 0.1220
O 1.705 -3.746 -4.549 0.5410 -1.3843 0.8565 -0.2800
S 2.427 -4.579 -3.606 0.3181 0.6038 0.5818 0.6158
O 2.345 -4.266 -2.186 -0.0319 -0.2952 -1.2084 -0.3168
O 2.025 -6.109 -3.803 -0.3682 0.5889 -0.6614 -0.2538
C 2.538 -7.070 -2.842 0.2257 0.7348 0.7504 -0.2530
C 2.219 -8.476 -3.251 -0.4076 -0.2133 -0.0502 -0.0518
C 4.168 -4.600 -4.082 -1.3703 -0.0426 -0.3180 -0.0964
H 2.078 -6.813 -1.885 -0.0645 -0.1908 -0.0280 0.1084
H 3.605 -6.866 -2.716 0.0579 -0.3361 -0.1307 0.1134
H 2.480 -9.148 -2.432 0.1868 0.0576 0.0085 0.0885
H 2.729 -8.816 -4.150 0.0635 0.1678 -0.0210 0.0854
H 1.144 -8.595 -3.389 0.0157 0.1047 -0.1281 0.0898
H 4.193 -5.269 -4.941 0.2941 -0.0055 0.0132 0.0767
H 4.755 -4.955 -3.245 0.1913 0.1783 -0.0465 0.0663
H 4.354 -3.583 -4.417 0.3693 0.0118 0.2487 0.0725
O -3.823 -4.731 -3.274 0.3244 0.0069 -0.5963 -0.2801
S -2.720 -4.898 -4.179 1.1435 1.0605 -0.8880 0.6336
O -2.003 -6.142 -4.227 -0.3044 0.2693 -0.0130 -0.2797
O -3.264 -4.530 -5.671 -0.2264 0.1432 1.5535 -0.2485
C -2.352 -4.561 -6.762 0.5997 -1.2971 -0.9753 -0.2869
C -3.089 -4.148 -8.013 -0.7364 0.8557 -0.0831 -0.0582
C -1.520 -3.534 -3.985 -0.6786 -0.9622 0.4324 -0.0948
H -1.990 -5.589 -6.888 -0.2189 -0.0407 0.1114 0.1221
H -1.430 -3.994 -6.616 -0.3672 0.4589 0.2546 0.1012
H -2.562 -4.428 -8.923 0.1019 -0.1127 0.0981 0.0848
H -3.281 -3.072 -8.059 0.4265 0.0657 0.1082 0.0542
H -4.110 -4.532 -8.052 0.2309 -0.5811 0.0963 0.0869
H -2.101 -2.618 -3.921 0.1367 0.0985 -0.0929 0.0570
H -0.801 -3.560 -4.795 -0.1421 0.0712 -0.1021 0.0341
H -0.959 -3.717 -3.069 -0.2059 0.0232 0.1359 0.0544
O 2.240 -3.279 5.738 -0.3852 1.0160 0.4618 -0.2794
S 1.913 -1.883 5.929 -0.5563 -0.6476 -0.0429 0.6001
O 2.538 -0.916 5.082 0.0737 0.1966 0.3694 -0.2866
O 0.342 -1.634 5.694 0.8514 -0.3429 -0.1162 -0.2670
C -0.573 -2.628 6.179 -1.3919 -0.4850 -0.4251 -0.2572
C -1.661 -2.814 5.113 0.8786 0.3657 -0.0414 -0.0424
C 2.010 -1.387 7.656 0.9428 0.5208 -1.0978 -0.0910
H -1.045 -2.246 7.085 0.2582 -0.0501 0.1653 0.1225
H -0.101 -3.593 6.356 0.3590 0.2001 0.1430 0.1150
H -2.403 -3.546 5.424 -0.1285 0.1481 0.1114 0.0913
H -1.206 -3.154 4.180 -0.0091 -0.0430 0.0411 0.0576
H -2.089 -1.831 4.912 -0.3474 -0.1456 0.0334 0.0606
H 3.068 -1.261 7.891 0.0208 -0.5308 0.1205 0.0775
H 1.500 -2.099 8.293 -0.0702 0.0644 0.0431 0.0759
H 1.636 -0.364 7.656 -0.5178 -0.1934 0.1924 0.0688
O -3.921 -0.719 -1.543 1.1248 -0.4448 0.9478 -0.2920
S -3.193 -1.642 -0.686 -0.9296 -0.9300 1.3871 0.6703
O -1.867 -2.121 -0.980 -0.4137 1.0803 -0.0147 -0.2814
O -3.102 -1.059 0.882 0.5123 -0.6727 -2.0019 -0.2529
C -4.361 -0.775 1.451 -1.3878 1.1229 0.4838 -0.2999
C -4.233 -0.505 2.930 0.7710 -0.7165 0.7827 -0.0404
C -4.216 -3.110 -0.456 0.0546 0.7362 -0.6497 -0.0974
H -5.100 -1.557 1.259 0.2478 -0.2038 0.0805 0.1144
H -4.771 0.132 1.013 0.0066 0.1131 -0.3165 0.0890
H -3.770 -1.362 3.431 -0.0368 -0.0554 -0.1192 0.0692
H -5.184 -0.358 3.441 -0.1829 0.0956 -0.3931 0.0922
H -3.594 0.346 3.168 -0.0959 0.1583 -0.3313 0.0620
H -5.231 -2.879 -0.769 0.0153 0.0513 0.0155 0.0791
H -4.191 -3.467 0.567 0.3725 -0.1226 -0.0672 0.0641
H -3.767 -3.780 -1.187 -0.1552 -0.3558 0.2383 0.0433
O 0.452 4.052 -2.109 -0.2526 -0.0323 -0.1597 -0.2883
S -0.165 4.756 -3.191 -0.7770 -0.0516 -1.2084 0.6195
O -0.470 6.163 -3.051 0.2612 -1.0609 -0.1949 -0.2758
O 0.789 4.486 -4.469 -0.5641 0.2900 1.1323 -0.2645
C 0.548 5.227 -5.671 0.4057 0.2161 -1.3823 -0.2692
C 1.221 4.449 -6.803 0.0494 0.1723 0.4915 -0.0557
C -1.644 3.858 -3.786 0.6818 0.7237 -0.0534 -0.0783
H 1.002 6.213 -5.591 -0.1220 0.0576 0.2258 0.1237
H -0.500 5.358 -5.945 -0.1896 -0.1598 0.6418 0.1133
H 0.982 3.391 -6.695 0.1237 -0.0343 -0.0693 0.0779
H 2.295 4.615 -6.736 0.0458 -0.3045 -0.1288 0.0811
H 0.874 4.779 -7.780 -0.0306 0.1416 0.0484 0.0820
H -2.322 3.700 -2.953 0.0799 -0.0768 0.0551 0.0457
H -1.325 2.943 -4.282 0.1198 -0.1850 0.4360 0.0568
H -2.102 4.471 -4.561 -0.0727 0.2008 0.2241 0.0660
O -2.005 -4.594 1.226 0.4240 0.1914 0.4619 -0.2649
S -0.597 -4.423 1.422 1.5311 -0.8240 -0.4634 0.6122
O -0.018 -3.175 1.874 -0.6148 -0.4178 -0.1632 -0.2981
O -0.095 -5.588 2.433 -0.8501 0.9242 -0.5863 -0.2510
C 1.168 -5.341 3.091 0.4132 -0.6545 0.0499 -0.2698
C 1.596 -6.653 3.713 0.1608 0.0292 0.5104 -0.0534
C 0.220 -4.922 -0.117 -1.0750 0.7280 0.2224 -0.0966
H 1.060 -4.540 3.819 0.0027 -0.0094 -0.0373 0.0931
H 1.917 -5.068 2.345 -0.0990 0.2179 -0.0276 0.0955
H 1.766 -7.421 2.960 -0.1052 0.0168 -0.0414 0.0817
H 0.888 -7.024 4.455 -0.2186 0.0425 -0.1935 0.0833
H 2.527 -6.514 4.266 0.0696 0.1361 -0.1658 0.0860
H -0.341 -5.772 -0.499 0.1815 -0.1651 0.1114 0.0819
H 1.291 -5.075 -0.068 -0.0208 -0.0528 0.4017 0.0426
H 0.028 -4.076 -0.780 0.0685 0.0150 -0.0262 0.0401
O -2.571 2.536 -0.629 -0.8516 0.7491 0.8722 -0.2856
S -3.822 2.960 -0.034 -1.5128 -0.1134 -0.6519 0.6116
O -4.130 2.737 1.364 0.7352 0.3262 -0.8367 -0.2846
O -4.025 4.525 -0.408 0.5891 -1.1401 0.3202 -0.2796
C -5.324 5.112 -0.090 0.3227 0.6018 0.3256 -0.2389
C -5.108 6.283 0.845 0.2758 0.1216 0.4577 -0.0556
C -5.163 2.248 -1.017 1.2319 0.0106 -0.5363 -0.0938
H -5.954 4.354 0.369 -0.1681 0.1042 -0.0870 0.1041
H -5.717 5.471 -1.040 -0.1734 -0.2733 -0.0359 0.1302
H -4.294 6.915 0.490 -0.0958 0.0169 -0.1664 0.0736
H -4.839 5.959 1.852 0.0240 -0.1807 -0.0729 0.0790
H -5.984 6.921 0.955 -0.1498 -0.1701 -0.2307 0.0890
H -6.146 2.676 -0.861 0.0674 -0.0755 0.4384 0.0695
H -5.100 1.169 -0.901 -0.2084 0.0135 0.1733 0.0361
H -4.853 2.459 -2.043 -0.0837 0.0028 -0.0368 0.0769
O -0.586 7.383 2.662 -0.1180 -0.5925 -0.3838 -0.2675
S -0.224 6.206 1.919 -0.4086 0.2614 -0.1686 0.5975
O 1.156 6.005 1.600 -0.3815 -0.5253 0.0481 -0.2681
O -0.732 4.900 2.729 0.6386 0.7040 -0.4823 -0.2903
C -1.953 5.024 3.460 -1.1502 -0.5884 1.4157 -0.2687
C -1.671 4.929 4.974 0.4874 0.1571 -1.0781 -0.0415
C -1.236 6.052 0.436 0.1287 -0.0211 0.1236 -0.0872
H -2.607 4.214 3.128 0.0821 -0.0110 -0.1165 0.0996
H -2.487 5.960 3.298 0.3587 0.1486 -0.4114 0.1098
H -1.295 3.945 5.252 0.0318 -0.0158 -0.0113 0.0686
H -2.542 5.171 5.578 -0.0730 0.0598 -0.0942 0.0839
H -0.881 5.667 5.121 -0.0659 -0.0055 0.5086 0.0699
H -1.293 5.023 0.083 0.4109 -0.0982 0.2414 0.0517
H -0.805 6.656 -0.361 0.0355 0.1716 0.1398 0.0728
H -2.254 6.355 0.659 0.1186 0.2332 0.1656 0.0403
C 3.191 4.276 -0.826 -0.2667 0.3619 0.4417 -0.1035
C 4.014 4.463 0.280 0.2750 -0.8544 0.2835 -0.0741
C 4.998 3.503 0.551 -0.4092 1.0989 0.0271 -0.0970
C 5.237 2.507 -0.358 0.7803 -0.7798 -0.0852 -0.1279
C 4.479 2.372 -1.510 -0.7673 -0.0530 0.0422 -0.0842
C 3.360 3.188 -1.672 0.9086 0.3451 -0.3787 -0.0975
H 2.393 4.977 -1.025 -0.0235 -0.0130 0.0826 0.0913
H 3.893 5.271 0.989 -0.2509 0.2073 -0.2537 0.0923
H 5.641 3.602 1.418 -0.0743 -0.0011 0.0594 0.1025
H 6.065 1.840 -0.137 -0.0381 -0.0669 -0.3101 0.0992
H 4.719 1.648 -2.278 0.0088 -0.1945 0.1767 0.1011
H 2.715 3.082 -2.534 -0.0252 -0.0439 0.0050 0.0898
C 4.965 -1.083 -0.036 0.1263 -0.9562 -1.1446 -0.0993
C 4.531 -2.359 -0.439 0.1036 1.0355 -0.0495 -0.0906
C 3.855 -3.166 0.449 -0.3029 0.6368 0.0337 -0.0795
C 3.640 -2.687 1.750 -0.1043 -0.9298 0.2964 -0.0763
C 4.197 -1.510 2.207 -0.6389 0.7870 -1.2247 -0.0697
C 4.791 -0.672 1.249 0.3878 0.2728 1.5703 -0.1101
H 5.420 -0.465 -0.800 0.0252 0.2235 0.2093 0.0928
H 4.621 -2.573 -1.496 0.0285 -0.4499 0.0830 0.0935
H 3.376 -4.055 0.063 0.0667 -0.1707 0.2679 0.0783
H 2.986 -3.248 2.406 0.1751 -0.0641 0.1286 0.0830
H 3.956 -1.095 3.177 0.1818 -0.3434 0.1678 0.0808
H 5.117 0.307 1.587 0.0600 0.0323 -0.2160 0.0955
C -2.197 0.215 -4.149 0.3968 0.1314 0.0407 -0.1102
C -0.833 0.028 -4.369 -0.5255 0.2784 -0.1703 -0.0931
C -0.398 -0.547 -5.559 0.6412 -0.0548 0.3817 -0.0921
C -1.290 -0.921 -6.550 -0.4369 0.7997 0.1531 -0.0902
C -2.652 -0.710 -6.323 0.3465 -0.6075 -0.0986 -0.0859
C -3.099 -0.187 -5.117 -0.3439 -0.1808 -0.3146 -0.0851
H -2.537 0.691 -3.239 -0.0403 -0.1293 0.0646 0.0873
H -0.129 0.409 -3.641 0.1127 -0.2157 0.0313 0.0929
H 0.669 -0.706 -5.667 -0.0199 0.0321 -0.2503 0.1072
H -0.944 -1.217 -7.531 0.0431 -0.3759 0.1078 0.1083
H -3.350 -1.044 -7.078 -0.1556 0.2274 0.0264 0.0938
H -4.168 -0.110 -4.960 0.0271 0.1365 0.1099 0.1088
C 3.776 3.175 4.786 0.0020 0.4136 -0.9879 -0.1005
C 3.320 2.580 5.943 -0.2962 0.1860 -0.2342 -0.0896
C 2.234 3.174 6.589 0.1104 -0.1741 1.1205 -0.1075
C 1.674 4.354 6.155 0.1133 0.7451 -1.2698 -0.0974
C 2.111 4.916 4.948 0.3669 -0.1573 0.2724 -0.0822
C 3.174 4.327 4.279 -0.3704 -0.0731 0.0734 -0.0783
H 4.559 2.774 4.151 0.2051 -0.3108 0.4603 0.0999
H 3.807 1.679 6.290 -0.2015 -0.0493 0.1982 0.0995
H 1.837 2.784 7.522 0.2190 -0.2651 -0.0375 0.1005
H 0.911 4.909 6.683 -0.1316 -0.4327 0.2938 0.1011
H 1.659 5.815 4.548 -0.0191 0.0295 0.0627 0.0985
H 3.522 4.741 3.342 0.0007 0.0410 0.0122 0.0894
```
Forces are in eV/Å.

Output
- E_HOMO (hartree) = -0.396
- LUMO (eV) = -1.445
- strongest force on any atom (Eh/bohr) = 0.0423
- net charge = +1
- orbital gap (eV) = 9.328